30
Properties=species:S:1:pos:R:3:forces:R:3 method="wB97M-V/def2-TZVPD" lumo_ev=-0.55 smiles=O.O.O.O.O.O.O.O.O.O spin_multiplicity=1 homo_lumo_gap_ev=10.162 de_lowest_kcal_mol=85.7
O -1.394 0.348 -1.589 0.3 1.3 -1.9
H -1.237 1.189 -2.108 -0.2 -1.2 0.9
H -1.765 0.616 -0.769 -0.7 0.6 1.1
O -2.092 -0.791 -3.973 -1.1 -1.4 0.1
H -2.645 -1.588 -3.762 0.7 1.0 -0.6
H -1.727 -0.595 -3.109 0.1 0.1 0.2
O -1.010 3.240 1.023 -0.5 1.3 -0.2
H -0.508 2.540 1.389 1.4 -0.8 0.6
H -1.725 2.753 0.648 -1.1 -0.1 -0.6
O 0.891 -0.284 -0.556 1.2 -1.0 -0.1
H 0.862 0.264 0.220 0.3 0.5 0.2
H 0.005 -0.212 -0.894 -0.4 0.0 -0.8
O 3.122 0.698 2.001 -0.1 -0.8 0.9
H 3.298 -0.005 2.644 -0.1 -0.1 -0.3
H 3.888 1.257 2.093 0.5 0.6 0.1
O 1.446 -3.048 -0.135 1.9 -0.3 0.3
H 1.478 -2.117 -0.314 0.7 1.2 -0.2
H 0.536 -3.149 -0.240 -2.5 -1.0 -0.1
O -0.965 -1.698 1.195 -1.7 -0.1 0.9
H -1.552 -1.123 1.725 0.3 -0.7 -0.3
H -0.250 -1.139 0.959 1.5 0.7 -0.4
O 2.876 1.936 -0.458 0.4 -0.2 -0.2
H 3.092 1.195 -1.041 -0.2 0.3 -0.1
H 2.974 1.518 0.402 -0.2 0.1 -0.1
O 0.396 0.976 1.677 0.8 0.0 0.6
H -0.062 0.803 2.475 -2.0 -0.2 1.3
H 1.253 0.766 2.081 1.0 0.5 -0.9
O -3.198 -1.793 -0.326 -0.4 1.2 -0.9
H -3.640 -1.212 -0.978 -0.2 -0.7 0.4
H -2.343 -1.345 -0.281 0.2 -0.8 0.4

***

30
Properties=species:S:1:pos:R:3:forces:R:3 method="wB97M-V/def2-TZVPD" lumo_ev=-0.11 smiles=O.O.O.O.O.O.O.O.O.O spin_multiplicity=1 homo_lumo_gap_ev=10.618 de_lowest_kcal_mol=61.0
O -1.479 -0.366 -2.256 -0.5 0.2 -0.5
H -2.034 -0.490 -3.038 0.2 -0.1 0.1
H -1.981 0.252 -1.695 0.4 -0.3 -0.1
O -1.803 0.771 0.069 -0.8 1.3 0.0
H -2.655 1.231 0.059 0.2 0.0 0.3
H -1.112 1.473 0.060 -0.4 -0.2 0.2
O 2.468 2.352 2.544 -0.6 -0.3 0.1
H 1.794 1.662 2.747 0.7 0.3 -0.1
H 2.975 2.467 3.357 -0.1 0.0 -0.2
O 0.963 -0.032 2.865 0.0 -0.3 0.5
H 0.686 -0.140 3.788 0.0 0.0 -0.3
H 1.420 -0.860 2.636 -0.1 0.4 -0.1
O 3.118 0.715 0.090 -0.7 0.4 0.1
H 2.177 0.499 -0.060 0.6 -0.3 -0.1
H 3.075 1.414 0.763 0.3 -0.3 0.0
O -1.808 -3.505 -1.780 0.1 -0.1 0.0
H -1.663 -2.673 -1.313 -0.1 0.0 -0.3
H -1.595 -3.311 -2.698 0.1 0.0 0.2
O 1.403 -1.230 -2.635 -0.1 0.1 0.0
H 0.971 -0.703 -1.949 0.1 -0.2 -0.1
H 0.810 -1.157 -3.389 0.1 0.0 0.1
O 0.422 -0.323 0.143 0.1 -0.2 0.0
H 0.244 0.283 0.885 0.1 -0.6 -0.2
H -0.454 -0.519 -0.233 0.7 0.1 0.1
O -3.163 -1.739 0.247 0.9 0.4 0.1
H -2.743 -2.516 0.641 -0.2 0.1 -0.1
H -2.437 -1.079 0.187 -0.8 -0.5 0.2
O 0.444 2.612 0.136 0.0 -0.2 -0.5
H 0.645 2.228 -0.735 0.1 0.2 0.3
H 1.311 2.684 0.564 -0.2 0.1 0.1

***

30
Properties=species:S:1:pos:R:3:forces:R:3 method="wB97M-V/def2-TZVPD" lumo_ev=-0.02 smiles=O.O.O.O.O.O.O.O.O.O spin_multiplicity=1 homo_lumo_gap_ev=9.687 de_lowest_kcal_mol=58.4
O 9.222 26.153 3.670 0.7 -1.2 0.2
H 9.198 27.115 3.706 -0.7 0.5 -0.4
H 8.330 25.815 3.727 -0.2 0.2 0.1
O 16.129 25.853 1.003 0.9 0.1 -0.4
H 15.560 25.892 1.757 -1.4 -0.3 1.1
H 16.924 25.578 1.447 0.9 -0.1 -0.3
O 11.397 27.350 -1.077 -0.6 0.6 -0.5
H 12.232 27.117 -0.674 0.5 -0.2 0.2
H 11.607 27.802 -1.907 0.0 -0.2 0.3
O 9.962 28.836 1.011 -1.8 2.1 -0.4
H 10.639 28.466 0.469 0.9 -0.9 -0.9
H 9.480 29.445 0.381 0.8 -1.1 1.1
O 14.077 26.802 -0.229 -1.5 1.0 2.0
H 14.926 26.620 0.158 1.0 -0.3 0.1
H 14.167 26.658 -1.131 0.3 -0.5 -2.5
O 11.680 27.946 4.590 0.2 0.7 -0.6
H 12.271 28.523 5.087 -0.1 -0.4 0.2
H 11.590 27.091 4.999 0.0 -0.4 0.6
O 14.213 25.248 2.933 0.4 0.3 -0.5
H 13.411 25.780 2.837 -0.4 -0.3 -0.1
H 14.289 25.069 3.857 0.2 -0.3 0.9
O 12.064 26.623 2.004 -1.1 -0.1 1.6
H 11.968 27.275 2.699 -0.5 0.4 0.5
H 12.801 26.895 1.523 2.0 0.8 -2.0
O 10.783 24.647 0.992 -1.2 -1.3 -0.5
H 9.891 24.621 1.366 0.2 -0.1 -0.2
H 11.187 25.335 1.498 0.4 0.7 0.4
O 9.217 28.806 3.666 -2.1 0.7 -0.5
H 9.489 29.157 2.809 0.2 -0.3 -0.2
H 9.990 28.649 4.156 1.9 0.1 1.0

***

30
Properties=species:S:1:pos:R:3:forces:R:3 method="wB97M-V/def2-TZVPD" lumo_ev=0.25 smiles=O.O.O.O.O.O.O.O.O.O spin_multiplicity=1 homo_lumo_gap_ev=11.547 de_lowest_kcal_mol=29.6
H -2.535 0.833 1.896 -1.5 1.1 0.0
H -1.863 -0.492 1.701 0.4 0.5 0.9
H -1.319 1.402 0.497 0.0 0.8 -0.3
H -0.241 2.243 -0.180 -0.4 0.1 0.1
H -2.429 -2.607 1.354 -1.2 -0.9 0.6
H -1.735 -1.944 0.188 0.6 -0.5 0.0
H -0.971 1.122 -1.488 -0.2 0.1 0.2
H -1.184 0.970 -2.999 0.3 -0.7 0.7
H 1.841 1.647 -0.991 -0.7 0.8 1.2
H 1.552 3.063 -0.513 0.5 4.9 -1.6
H 2.298 -0.273 -1.780 -0.8 0.9 -1.2
H 1.125 0.318 -2.645 0.0 -0.1 0.3
H 0.227 -1.354 1.879 -0.2 -0.5 0.0
H 1.340 -0.351 2.140 0.0 -1.7 -0.8
H 2.155 -2.563 -0.766 0.2 -0.3 -0.4
H 1.339 -1.616 -0.026 -0.3 0.8 1.6
H -1.062 -1.169 -1.713 0.0 0.2 -0.5
H -0.192 -2.317 -1.198 -1.0 0.2 -0.7
H 1.018 1.841 1.647 -0.1 -0.2 1.0
H 0.046 1.273 2.705 -1.8 -0.4 0.1
O -1.759 0.392 2.169 1.0 -1.5 -0.6
O -1.226 2.136 -0.160 0.5 -0.9 0.5
O -1.655 -2.117 1.163 0.6 1.2 -0.8
O -0.815 0.490 -2.223 -0.3 0.7 -1.3
O 1.497 2.232 -0.207 0.3 -5.6 0.1
O 2.042 0.494 -2.377 0.8 -0.6 1.1
O 1.181 -1.285 1.750 0.1 2.2 0.8
O 1.529 -1.853 -0.928 0.6 -0.6 -0.7
O -1.121 -2.110 -1.495 0.6 -0.5 0.9
O 0.917 1.597 2.601 1.9 0.5 -1.1

***

31
Properties=species:S:1:pos:R:3:forces:R:3 method="wB97M-V/def2-TZVPD" total_charge=+1 lumo_ev=-3.40 spin_multiplicity=1 homo_lumo_gap_ev=10.643 de_lowest_kcal_mol=31.2
O 0.668 0.400 -0.882 -0.3 -0.9 -0.5
H 1.566 0.202 -0.436 -0.6 0.5 -0.4
H -0.090 0.619 -0.238 0.5 -0.5 0.1
H 0.387 -0.376 -1.467 0.5 0.6 0.4
O 1.248 2.956 0.506 0.4 -0.6 -0.8
H 0.662 3.157 1.205 -0.6 0.6 1.8
H 0.686 3.208 -0.224 0.2 0.2 -0.9
O -2.005 -0.457 -2.277 -0.8 -1.9 0.6
H -2.463 -1.143 -1.726 0.7 0.9 0.0
H -2.298 -0.831 -3.117 0.3 0.6 -0.7
O 3.366 0.726 -0.190 -0.8 0.0 0.6
H 3.254 0.328 0.692 0.4 0.0 -0.3
H 3.228 1.676 -0.029 0.1 -0.2 -0.2
O 1.165 -1.879 -2.553 -0.5 1.0 0.5
H 1.742 -2.256 -1.896 0.3 -0.5 0.4
H 1.227 -2.438 -3.317 0.0 -0.3 -0.6
O 1.421 -0.387 1.717 -0.4 -2.7 -0.2
H 1.410 -1.117 2.397 -0.1 1.1 -1.1
H 1.692 0.377 2.160 0.7 1.8 1.4
O -1.224 -1.086 2.840 1.0 0.0 2.2
H -0.732 -0.597 3.548 -0.8 -1.1 -0.4
H -1.227 -0.406 2.184 -0.3 0.3 -1.3
O -0.102 -2.691 0.177 0.0 0.6 -1.2
H -0.965 -2.839 -0.245 0.5 -0.2 0.6
H -0.090 -3.104 1.032 -0.5 -0.3 0.6
O -1.293 0.811 0.974 1.8 0.5 0.2
H -2.178 1.111 0.710 -0.4 0.4 -0.2
H -0.807 1.448 1.544 -1.0 -0.4 -0.5
O -3.087 1.492 -0.840 -0.1 1.3 1.1
H -2.494 2.266 -0.843 -0.6 -0.4 -0.4
H -2.678 0.827 -1.395 0.3 -0.2 -0.8

***

31
Properties=species:S:1:pos:R:3:forces:R:3 method="wB97M-V/def2-TZVPD" total_charge=+1 lumo_ev=-3.09 spin_multiplicity=1 homo_lumo_gap_ev=9.837 de_lowest_kcal_mol=51.4
O 1.319 2.506 2.416 -0.5 1.6 0.1
H 1.303 3.448 2.140 0.4 -0.7 -0.4
H 0.737 -2.125 1.919 0.4 1.7 0.0
O 1.302 -2.444 1.200 -1.4 -2.7 1.0
H 0.542 -3.188 0.929 1.4 0.1 -1.5
H 1.404 -1.894 0.404 0.0 0.9 -0.6
O -0.212 -4.194 0.110 -0.3 0.0 0.7
H -2.867 1.553 2.395 0.1 -0.6 -1.1
H -0.271 -4.070 -0.852 0.0 0.3 0.3
O -0.950 -1.356 0.254 -0.5 -1.4 0.2
H -0.523 -0.495 0.112 -0.6 0.3 -0.2
H -1.900 -1.391 0.032 1.0 0.7 -0.1
O -0.446 1.132 0.784 0.1 -0.1 -0.8
H -1.006 2.653 -1.281 1.5 0.4 -0.9
H -1.330 0.831 1.034 0.0 0.5 0.5
O -0.213 -2.130 -2.888 0.0 0.5 1.1
H 0.562 -2.253 -3.431 -0.1 -0.4 -0.6
H -0.089 1.774 1.410 0.2 -0.1 0.2
O 2.370 -1.310 -1.149 0.4 -0.5 -2.0
H -0.890 -2.771 -3.092 0.0 -0.3 -0.6
H 3.295 -1.063 -1.050 0.2 0.2 0.7
O 1.867 3.528 -1.340 -0.4 0.9 0.8
H 1.891 3.880 -0.436 0.6 -0.5 -0.1
H 2.405 -1.502 -2.136 -0.7 0.2 1.8
O -2.946 0.839 1.707 -1.9 -0.1 2.6
H 0.987 2.664 3.307 0.1 -0.6 0.4
O -0.905 3.441 -1.884 -1.8 -1.3 1.8
H -1.813 3.712 -1.646 0.3 1.0 -0.9
H 1.128 4.086 -1.633 -0.1 -0.5 -0.7
H -1.110 -4.141 0.481 0.2 -0.2 -0.5
H -3.639 0.278 2.181 1.3 0.7 -1.3

***

32
Properties=species:S:1:pos:R:3:forces:R:3 method="wB97M-V/def2-TZVPD" total_charge=-1 lumo_ev=3.18 spin_multiplicity=1 homo_lumo_gap_ev=9.393 de_lowest_kcal_mol=257.5
O 0.275 -0.416 0.064 -1.7 0.6 1.8
H -0.440 0.190 0.342 -0.4 0.6 -0.2
O -1.278 1.536 0.994 0.5 -1.4 4.2
H -1.422 1.562 0.048 -0.5 1.4 0.8
H -0.326 1.531 1.091 -0.6 1.6 1.4
O -1.147 -1.471 -1.165 -2.8 -1.8 -4.2
H -0.426 -1.196 -0.599 -1.5 -1.2 -0.6
H -1.936 -1.288 -0.655 -0.2 -0.7 -1.0
O -1.777 1.780 -1.045 -2.5 0.7 -5.8
H -1.250 1.131 -1.511 0.4 -0.6 -1.1
H -1.786 2.543 -1.623 0.1 0.3 0.1
O 0.614 0.890 -1.547 1.0 3.8 -5.4
H 0.282 0.308 -0.863 0.6 0.0 -1.2
H 1.426 0.477 -1.841 0.1 -0.2 -0.3
O 1.214 -2.320 -1.534 0.8 -0.7 -0.8
H 0.995 -3.054 -0.960 -0.2 0.0 0.2
H 0.785 -1.565 -1.131 0.6 -1.1 -1.1
O 0.785 0.719 1.837 2.3 1.8 4.8
H 1.231 0.093 2.408 0.2 0.0 0.2
H 0.633 0.236 1.024 1.7 -0.5 1.0
O 0.132 -2.116 1.477 0.2 -3.2 2.8
H -0.811 -2.263 1.552 -0.1 -0.2 -0.1
H 0.210 -1.314 0.960 0.0 -0.9 0.6
O 1.133 2.681 0.173 0.6 1.6 0.2
H 1.130 2.624 -0.782 -0.1 -0.3 -0.1
H 1.129 1.770 0.468 0.8 0.4 0.1
O -2.236 -0.912 0.730 -2.1 -0.4 2.3
H -2.544 -0.763 1.624 -0.2 0.4 0.2
H -1.439 -0.386 0.660 -1.7 -0.1 1.1
O 2.534 -0.625 -0.140 3.0 0.0 -0.1
H 2.728 0.306 -0.027 0.2 0.3 0.3
H 1.585 -0.688 -0.027 1.4 -0.1 0.2

***

32
Properties=species:S:1:pos:R:3:forces:R:3 method="wB97M-V/def2-TZVPD" total_charge=-1 lumo_ev=2.83 spin_multiplicity=1 homo_lumo_gap_ev=9.485 de_lowest_kcal_mol=43.5
O -4.347 -1.417 1.402 -1.5 -0.3 -0.2
H -3.492 -1.232 1.757 1.3 0.3 0.2
H 2.570 2.097 0.074 0.7 -0.1 0.3
O 1.644 2.193 -0.118 -0.6 -1.0 -0.3
H 3.375 1.513 -2.858 -0.4 0.1 0.4
H 3.774 -2.045 0.934 -1.5 -0.8 -1.0
O -0.889 -3.117 -2.082 4.3 -0.8 1.0
H 2.155 1.736 -1.796 0.4 -0.5 -1.3
H 1.362 2.577 1.716 -0.2 0.4 -0.2
O -1.617 -0.399 -0.246 0.5 -0.5 0.2
H 0.278 1.816 2.402 0.3 1.2 0.4
H 1.162 1.013 0.210 0.8 -0.3 0.9
O -1.308 -1.527 2.533 0.3 -0.2 -1.3
H -0.978 1.746 -0.881 0.2 0.6 -0.3
H -4.667 -0.601 1.006 0.3 -0.1 0.0
O 0.780 2.663 2.496 -0.4 -1.3 0.0
H -0.361 2.303 0.342 -0.2 0.5 -0.1
H 2.330 -2.227 0.241 1.0 0.2 0.5
O 3.190 -2.670 0.420 0.4 0.8 0.5
H -0.656 -2.253 -1.716 -1.3 0.8 0.1
O 2.443 1.311 -2.689 0.1 0.6 0.9
H 0.091 -3.451 -1.876 -3.1 0.1 -1.0
H 0.502 0.054 -1.936 -0.3 0.4 -0.1
O -0.075 0.703 -2.377 -0.1 -0.7 -0.4
H 0.280 0.725 -3.280 0.0 0.3 0.5
H 0.690 0.013 1.658 0.1 0.0 -0.2
O -1.192 2.352 -0.156 0.1 -0.1 0.0
H -0.861 -2.076 1.840 -0.6 0.8 0.9
H -0.720 -0.149 0.121 -0.7 -0.4 -0.2
O 0.899 -0.080 0.722 0.2 0.7 -0.9
H -1.108 -1.901 3.382 0.3 -0.5 0.4
H -1.882 0.362 -0.766 -0.2 -0.3 0.1